The molecule C19H16FN3O2 at a distorted geometry. Source: the OMol25 dataset; level of theory: wB97M-V/def2-TZVPD.

Its LUMO energy is 0.264 eV. Its energy above the lowest of the compared OMol25 structures with the same formula, charge and spin is 38.2 kJ/mol. Its energy is -1148.20456 Eh. As for the SMILES: C/C(=N\O)c1c(-c2ccc(F)cc2)n2c3c(cccc13)C(=O)NCC2. Its HOMO energy is -0.2943 Eh.

Cartesian coordinates (Å):
C: 2.702700 2.304242 0.981081
C: 2.225235 1.274917 0.025133
N: 3.050796 0.725471 -0.823694
O: 4.414709 1.151801 -0.803449
C: 0.804231 0.928041 -0.086202
C: 0.245093 -0.313264 -0.296648
C: 1.015337 -1.571434 -0.416433
C: 1.845890 -1.840221 -1.500927
C: 2.635664 -2.991767 -1.468524
C: 2.643686 -3.842005 -0.375887
F: 3.488866 -4.935423 -0.371225
C: 1.803160 -3.614520 0.739494
C: 1.006968 -2.462820 0.686652
N: -1.116298 -0.249333 -0.261535
C: -1.487511 1.077812 -0.019090
C: -2.744640 1.642413 0.167655
C: -2.763701 3.032603 0.319161
C: -1.639687 3.816001 0.366921
C: -0.375999 3.230734 0.257036
C: -0.319014 1.842224 0.092945
C: -3.970254 0.857553 0.201586
O: -5.084648 1.336225 0.107071
N: -4.087298 -0.488855 0.483435
C: -3.027678 -1.526918 0.492331
C: -2.013120 -1.324912 -0.627169
H: 3.579074 2.039043 1.560836
H: 1.920042 2.467068 1.723068
H: 2.903725 3.252116 0.444465
H: 4.938926 0.529030 -1.323356
H: 1.874055 -1.187507 -2.368622
H: 3.317809 -3.121217 -2.311007
H: 1.774614 -4.239089 1.601033
H: 0.400542 -2.139071 1.528862
H: -3.700706 3.542693 0.405147
H: -1.714433 4.894028 0.532142
H: 0.501768 3.884211 0.262643
H: -5.080629 -0.721010 0.498117
H: -2.512361 -1.426420 1.465204
H: -3.430139 -2.534759 0.432089
H: -2.564649 -1.029763 -1.537255
H: -1.460126 -2.267915 -0.783084

Atomic forces in eV per Å
-0.7 1.0 0.6
2.6 -0.5 -1.5
-0.5 -0.3 -0.3
-1.1 0.7 1.3
-0.6 -0.1 0.1
1.4 0.3 -0.1
0.0 -0.6 0.5
-0.4 -0.6 0.5
0.6 0.3 -0.5
-0.3 -0.4 0.7
-0.9 1.1 0.0
0.2 1.1 -1.6
0.3 0.4 -0.6
-0.1 0.5 0.0
0.2 -0.8 0.3
0.9 0.3 -0.4
-1.1 -0.4 0.0
1.5 0.2 0.1
-0.5 0.3 0.0
1.3 0.2 -0.3
-2.4 -1.3 0.6
-0.5 2.2 -0.5
1.7 -1.2 -0.3
-0.2 1.0 0.7
-0.6 0.0 0.2
0.3 -0.3 -0.4
0.0 0.3 -0.1
0.0 -0.4 0.3
-0.8 -0.2 -0.1
0.0 -0.1 0.3
-0.2 -0.4 0.4
0.2 -0.5 0.3
0.0 -0.4 0.1
-0.6 -0.2 0.1
-0.1 -0.4 -0.2
-0.2 -0.5 0.1
0.7 -0.2 -0.1
0.1 -0.4 -0.4
-0.5 0.2 0.0
0.3 -0.3 0.1
0.0 0.7 -0.1

---

C19H16IN4OPd as an isolated structure at a distorted geometry. Source: the OMol25 dataset; level of theory: wB97M-V/def2-TZVPD.

Its LUMO energy (spin up / spin down) is -13.902 / -13.900 eV. Its energy above the lowest of the compared OMol25 structures with the same formula, charge and spin is 9.9 kJ/mol. Its energy is -1452.36396 Eh. As for the total charge: +3. Its HOMO energy (spin up / spin down) is -0.6025 / -0.6025 Eh.

Cartesian coordinates (Å):
Pd: 0.316154 0.038122 -0.116483
C: -3.226938 -1.345381 1.823493
C: -1.876532 -1.172591 1.279862
N: -1.509154 -0.044895 0.562236
N: -2.331364 0.906421 0.355593
C: -1.701952 1.924470 -0.403174
O: -0.499810 1.823443 -0.757678
C: -2.544659 3.038588 -0.719577
C: -3.902397 3.095279 -0.251662
C: -4.679339 4.174183 -0.566847
C: -4.134406 5.206426 -1.346249
C: -2.793810 5.162774 -1.816808
C: -2.006055 4.095052 -1.509539
C: -0.800984 -2.099213 1.405712
C: -0.946592 -3.299111 2.104518
C: 0.135734 -4.172285 2.214838
C: 1.323721 -3.813292 1.623332
C: 1.422506 -2.585775 0.921538
N: 0.410021 -1.762774 0.812163
H: -3.858996 -0.490153 1.610664
H: -3.176843 -1.501658 2.906749
H: -3.682667 -2.247536 1.398342
H: -4.298903 2.289153 0.346113
H: -5.702591 4.238964 -0.224461
H: -4.749393 6.062337 -1.599568
H: -2.414843 5.979984 -2.415201
H: -0.982977 4.032710 -1.853082
H: -1.896165 -3.548305 2.560056
H: 0.037412 -5.105181 2.754312
H: 2.196598 -4.451515 1.680003
H: 2.351576 -2.291814 0.449937
I: 5.642015 2.496867 0.200933
C: 4.343866 1.202104 -0.757230
C: 4.715280 0.502094 -1.902141
C: 3.804327 -0.353028 -2.505250
C: 2.546348 -0.494873 -1.957812
N: 2.191361 0.179741 -0.850300
C: 3.063891 1.014948 -0.260864
H: 5.705822 0.625945 -2.320380
H: 4.063738 -0.902451 -3.399383
H: 1.800963 -1.140435 -2.404205
H: 2.724659 1.540003 0.622820

Atomic forces in eV per Å
0.0 0.1 -0.1
0.0 0.1 0.0
-0.1 -0.5 0.3
-0.2 0.8 -0.3
0.2 -0.8 0.4
-0.2 1.1 -0.5
0.1 -0.2 0.1
0.2 -0.6 0.2
0.2 -0.1 0.0
0.0 0.2 -0.1
0.2 -0.2 0.0
-0.3 0.1 0.1
0.0 0.0 0.0
-0.2 0.2 -0.1
0.0 -0.1 0.1
0.0 0.0 0.0
0.0 0.0 0.0
0.0 0.1 -0.1
0.1 0.0 0.0
0.0 0.0 0.0
0.0 0.0 0.0
0.0 0.0 0.0
0.0 0.0 0.0
0.0 0.0 0.0
0.0 0.0 0.0
0.0 0.0 0.0
0.0 0.0 0.0
0.0 0.0 0.0
0.0 0.0 0.0
0.0 0.0 0.0
0.0 0.0 0.0
0.0 0.0 0.0
0.0 0.0 0.0
0.0 0.0 0.0
0.0 0.0 0.0
0.0 0.0 0.0
0.0 0.0 0.0
0.0 0.0 0.0
0.0 0.0 0.0
0.0 0.0 0.0
0.0 0.0 0.0
0.0 0.0 0.0

---

The molecule C19H16N2O5 at a distorted geometry. Source: the OMol25 dataset; level of theory: wB97M-V/def2-TZVPD.

Its LUMO energy is -1.896 eV. Its energy above the lowest of the compared OMol25 structures with the same formula, charge and spin is 639.5 kJ/mol. Its energy is -1219.18805 Eh. As for the SMILES: COC(CNC(=O)c1ccc2c3c(onc13)-c1ccccc1C2=O)OC. Its HOMO energy is -0.3055 Eh.

Cartesian coordinates (Å):
C: 4.249586 0.669352 -2.329760
O: 3.579748 0.271523 -1.127498
C: 3.142662 -1.121839 -1.056680
C: 1.955556 -1.331782 -1.979757
N: 1.375683 -2.680726 -1.685275
C: 0.496246 -2.875622 -0.637175
O: 0.324238 -4.023436 -0.215598
C: -0.170909 -1.789700 0.176957
C: 0.332539 -1.458581 1.459938
C: -0.354127 -0.513527 2.261414
C: -1.396428 0.355785 1.809827
C: -1.883885 -0.097866 0.545897
C: -2.796779 0.578755 -0.245875
O: -2.997470 -0.098031 -1.463524
N: -1.988023 -1.069578 -1.505024
C: -1.350944 -1.124434 -0.333314
C: -3.503069 1.618359 0.402263
C: -4.642519 2.208363 -0.165171
C: -5.377695 3.249990 0.431531
C: -4.934957 3.681061 1.697858
C: -3.780058 3.191363 2.359666
C: -3.143926 2.097770 1.713018
C: -2.134369 1.418736 2.472686
O: -1.885455 1.657972 3.677020
O: 4.101371 -2.035186 -1.240299
C: 4.858774 -2.083533 -0.069708
H: 3.977379 1.755962 -2.713841
H: 3.865989 0.024851 -3.189654
H: 5.245684 0.654998 -2.215161
H: 2.820771 -1.113526 -0.020692
H: 1.227849 -0.562001 -1.751270
H: 2.209155 -1.351417 -3.008989
H: 2.010379 -3.477142 -1.723477
H: 1.262593 -1.964305 1.722047
H: 0.068136 -0.132516 3.212222
H: -4.874233 1.973008 -1.212225
H: -6.202951 3.637323 -0.021699
H: -5.526088 4.447239 2.164019
H: -3.360385 3.687406 3.230212
H: 4.815506 -1.080408 0.450316
H: 5.922628 -2.270601 -0.288437
H: 4.461799 -2.924060 0.413214

Atomic forces in eV per Å
-5.1 0.9 -2.3
0.3 -0.1 -0.4
-1.4 2.8 -0.4
-0.3 -1.8 1.4
-0.6 1.4 0.8
0.9 -2.0 0.9
-0.1 1.0 -0.5
0.4 0.3 -0.2
-1.5 -0.7 -2.7
-0.4 3.7 1.2
1.3 -4.3 -1.5
0.0 0.9 -2.2
0.4 -2.6 0.5
2.1 1.1 3.1
0.2 -1.2 -0.3
-0.7 2.0 1.1
-2.6 2.5 0.6
-0.1 1.0 -1.2
3.8 -2.5 2.3
0.2 0.2 0.1
-1.2 -0.6 -2.7
-0.6 0.7 -0.4
2.2 -0.3 3.5
-0.6 0.0 -2.0
0.7 -0.1 -1.5
2.0 1.3 0.1
0.2 -2.0 1.4
1.0 0.6 0.9
3.7 -0.4 0.3
-0.6 -0.3 0.3
-0.2 0.0 -0.2
0.3 0.3 -0.9
-0.2 0.3 -0.4
-0.4 0.3 0.5
-0.1 -0.9 -0.4
-0.1 -0.3 0.5
-2.1 1.1 -1.1
0.0 0.4 0.3
-0.2 -0.6 0.1
0.0 -1.4 -0.1
-0.4 0.0 -0.1
-0.3 -0.9 1.8

---

C19H16N4O3PdS2 as an isolated structure. Source: the OMol25 dataset; level of theory: wB97M-V/def2-TZVPD.

Its LUMO energy (spin up / spin down) is -5.468 / -8.613 eV. The expectation value of S² is 6.073. Its energy above the lowest of the compared OMol25 structures with the same formula, charge and spin is 0.0 kJ/mol. Its energy is -2102.03461 Eh. As for the multiplicity: 5. As for the total charge: +2. Its HOMO energy (spin up / spin down) is -0.5185 / -0.5181 Eh.

Cartesian coordinates (Å):
Pd: -0.900607 -0.427040 0.803449
O: 1.951033 -3.371118 -2.761814
C: 0.832125 -4.002552 -2.798556
C: 0.743607 -5.154097 -3.645808
C: -0.421949 -5.853952 -3.708242
C: -1.528461 -5.439509 -2.938156
C: -1.458115 -4.309304 -2.099930
C: -0.306550 -3.578364 -2.011834
C: -0.229509 -2.391517 -1.122015
O: -1.251791 -2.091626 -0.419693
N: 0.909471 -1.747697 -1.137290
N: 0.943209 -0.673621 -0.265786
C: 2.033612 0.022064 -0.247501
S: 2.204190 1.346946 0.862040
C: 3.713493 1.993982 0.085118
C: 4.517676 0.809404 -0.409541
S: 3.382158 -0.305421 -1.284713
H: 1.839382 -2.578199 -2.104736
H: 1.624069 -5.426889 -4.211527
H: -0.502521 -6.725199 -4.342979
H: -2.454169 -5.996959 -2.986539
H: -2.318711 -4.013007 -1.516587
H: 4.255589 2.554455 0.845087
H: 3.434479 2.661760 -0.727912
H: 4.981100 0.260962 0.408548
H: 5.284961 1.115501 -1.118832
O: -0.517097 0.581757 2.658914
C: -0.930830 1.672204 3.129659
C: -0.727864 1.913127 4.538338
C: -1.184180 3.048545 5.130339
C: -1.863031 4.009253 4.356509
C: -2.057536 3.825277 2.986092
C: -1.599642 2.698860 2.335016
C: -1.768779 2.552520 0.894483
N: -1.603927 1.458807 0.159196
C: -1.886803 1.777865 -1.142308
C: -2.231531 3.092600 -1.204923
N: -2.146418 3.561518 0.075816
H: -0.216095 1.135760 5.089183
H: -1.040029 3.212819 6.189077
H: -2.245157 4.905470 4.825904
H: -2.599275 4.590924 2.446794
H: -1.832002 1.049725 -1.932231
H: -2.517944 3.718013 -2.031581
H: -2.309640 4.515940 0.351471

Atomic forces in eV per Å
0.1 0.0 0.1
0.0 0.0 0.0
0.0 0.0 0.0
0.0 0.0 0.0
0.0 0.0 0.0
0.0 0.0 0.0
0.0 0.0 0.0
0.0 0.0 0.0
0.0 0.0 0.0
0.0 0.1 0.0
0.0 0.0 0.0
0.0 0.0 0.0
0.0 0.0 0.0
0.0 0.0 0.0
0.0 0.0 0.0
0.0 0.0 0.0
0.0 0.0 0.0
0.0 0.0 0.0
0.0 0.0 0.0
0.0 0.0 0.0
0.0 0.0 0.0
0.0 0.0 0.0
0.0 0.0 0.0
0.0 0.0 0.0
0.0 0.0 0.0
0.0 0.0 0.0
0.0 0.0 -0.1
0.0 0.0 0.0
0.0 0.0 0.0
0.0 0.0 0.0
0.0 0.0 0.0
0.0 0.0 0.0
0.0 0.0 0.0
0.0 0.0 0.0
0.0 0.0 0.0
0.0 0.0 0.0
0.0 0.0 0.0
0.0 0.0 0.0
0.0 0.0 0.0
0.0 0.0 0.0
0.0 0.0 0.0
0.0 0.0 0.0
0.0 0.0 0.0
0.0 0.0 0.0
0.0 0.0 0.0